C28H49NO2P2Rh | ωB97M-V with the def2-TZVPD basis set

Last column: Mulliken spin population.
Geometry (Å):
1 Rh 0.2221 -0.8133 -2.5220  1.52
2 P 0.8955 -2.7649 -1.3566  0.05
3 P 2.3298 1.9901 1.4848  0.01
4 O -0.4046 -2.2778 4.8698  0.00
5 O 1.3682 0.7476 1.9229  -0.03
6 N 0.2122 -0.7127 3.2644  0.00
7 C 1.5857 -1.3828 -5.0903  0.06
8 C -0.1508 1.3453 -4.5257  0.16
9 C 2.4223 -0.2668 -4.4225  0.17
10 C 2.1824 3.2270 2.7606  0.00
11 C -2.5797 -0.4660 1.1336  0.14
12 C 3.9803 1.3799 1.2042  0.00
13 C -2.3835 1.6750 0.3248  0.00
14 C -0.8526 -1.1014 -4.2202  0.47
15 C 1.2923 -0.0233 3.0366  0.02
16 C -2.2218 1.3655 2.8844  0.01
17 C 0.4111 -1.4832 4.4314  0.01
18 C -2.9099 1.2340 -2.1657  0.12
19 C -2.7830 -0.5107 -0.2730  0.35
20 C 2.6218 -3.1617 -1.7903  0.05
21 C -0.1193 -4.2315 -1.7379  0.03
22 C -2.3638 0.8856 1.5027  0.25
23 C 1.7745 -1.1594 5.0111  0.00
24 C 0.8673 -2.5296 0.4417  0.13
25 C -3.1000 -1.7032 -1.0834  -0.03
26 C -2.6207 -1.5837 2.0889  0.01
27 C 0.3880 -1.8364 -4.2677  -0.02
28 C 1.7817 0.2967 -3.1663  0.16
29 C 2.4058 -0.1860 4.0239  0.00
30 C -2.2139 3.1407 0.2532  0.02
31 C 1.6230 2.5621 -0.0446  0.10
32 C 0.5649 1.0655 -3.2207  0.34
33 C -2.6761 0.8176 -0.7688  0.24
34 C -1.0320 0.1740 -5.0255  -0.01
35 H 2.7451 4.1240 2.4638  0.00
36 H 4.6897 2.2105 1.3289  0.00
37 H 3.3013 -0.6165 3.5390  0.00
38 H 2.6771 0.7652 4.5184  0.00
39 H -1.5030 3.5057 1.0073  0.00
40 H 2.3670 -2.0756 5.1308  0.00
41 H -2.5358 0.4771 -2.8691  0.00
42 H -1.7576 -1.7100 -4.0739  -0.04
43 H 2.8671 -4.1800 -1.4616  0.00
44 H -0.8605 -0.0031 -6.0987  0.00
45 H 2.0189 3.5655 -0.2682  0.00
46 H 0.5276 2.6123 0.0127  -0.05
47 H 4.0626 1.0120 0.1710  0.00
48 H -2.7591 -2.5424 1.5759  0.00
49 H 0.5519 1.6535 -5.3140  0.00
50 H -2.4441 -1.7571 -1.9707  0.02
51 H -1.8879 2.4088 2.9065  0.00
52 H 1.1260 3.5150 2.8917  0.00
53 H 2.7735 -3.0862 -2.8738  -0.01
54 H 0.7347 -3.4839 0.9646  0.00
55 H 4.2570 0.5673 1.8897  0.00
56 H -3.4487 -1.4526 2.8027  0.01
57 H 2.5761 2.8621 3.7210  0.00
58 H 2.6193 0.5396 -5.1436  -0.01
59 H -2.9710 -2.6292 -0.5107  -0.01
60 H 2.2413 -2.2547 -5.2305  0.00
61 H -1.8479 3.4425 -0.7381  0.00
62 H 0.0593 -1.8445 0.7273  -0.01
63 H 1.8192 -2.0813 0.7570  0.01
64 H 0.5237 -5.1103 -1.8802  0.00
65 H -0.8158 -4.4247 -0.9115  0.00
66 H 0.4493 1.8405 -2.4505  -0.21
67 H -0.7900 2.2220 -4.3514  0.01
68 H 1.2669 -1.0665 -6.0927  -0.01
69 H -4.1409 -1.6674 -1.4432  0.02
70 H 3.4108 -0.6685 -4.1487  -0.01
71 H -3.1712 3.6598 0.4283  0.00
72 H -2.4085 2.1829 -2.3924  -0.01
73 H 2.4804 0.5514 -2.3606  -0.07
74 H 3.2933 -2.4519 -1.2911  -0.02
75 H 0.2803 -2.9251 -4.1760  -0.03
76 H -3.9850 1.3665 -2.3759  0.04
77 H -1.6889 -1.6127 2.6755  0.01
78 H -2.0853 0.4692 -4.9445  0.01
79 H -1.4918 0.7437 3.4203  0.00
80 H 1.9023 1.8889 -0.8684  0.01
81 H -0.6971 -4.0592 -2.6532  0.00
82 H 1.6517 -0.7000 6.0019  0.00
83 H -3.1809 1.2998 3.4238  0.02

Properties
Largest force on an atom   4.17 eV/Å
LUMO energy (alpha / beta)   -2.901 / -2.944 eV
HOMO-LUMO gap (alpha / beta)   3.87 / 5.92 eV
2S+1   5
⟨S²⟩   6.023
HOMO (alpha / beta)   -6.771 / -8.863 eV
Net charge   +1